# 1
Computed, not measured: the ion C4H8N4OP with charge +1 in a non-equilibrium geometry, with ωB97M-V/def2-TZVPD.

Summary:
HOMO-LUMO gap, eV: 10.147
Molar mass, g mol⁻¹: 159.109
Energy relative to the best compared isomer or geometry (same formula, charge and spin), kcal per mole: 9.30
Charge: +1
E_HOMO, eV: -13.59

```
18
Properties=species:S:1:pos:R:3:nbo_charge:R:1
N -1.38 -0.97 1.76 -0.7345
C -0.48 -0.95 0.80 0.6676
N -0.60 -1.63 -0.32 -0.5509
C 0.54 -1.38 -1.27 -0.2135
C 1.38 -0.35 -0.37 -0.0770
C 0.99 1.03 0.16 0.1422
N 0.07 1.89 -0.48 -0.9691
P -0.18 3.45 0.16 1.4746
O -1.13 4.05 -0.71 -0.9955
N 0.68 -0.27 0.90 -0.4448
H -1.15 -0.46 2.59 0.4315
H -2.04 -1.79 1.93 0.4451
H -1.39 -2.10 -0.79 0.4487
H 0.03 -0.97 -2.09 0.2236
H 1.13 -2.27 -1.47 0.2427
H 2.46 -0.64 -0.32 0.2448
H 1.57 1.62 0.79 0.2378
H -0.50 1.74 -1.27 0.4265
```

# 2
Computed, not measured: a cluster of 8 separate species, C23H55BrN3O11PS in total in a non-equilibrium geometry, with ωB97M-V/def2-TZVPD.

Summary:
HOMO-LUMO gap, eV: 9.393
Molar mass, g mol⁻¹: 692.648
Energy relative to the best compared isomer or geometry (same formula, charge and spin), kcal per mole: 11.10
E_HOMO, eV: -9.29

```
95
Properties=species:S:1:pos:R:3:mulliken_charge:R:1
H -5.53 2.15 0.53 0.1755
N -5.82 1.36 -0.03 -0.7612
C -4.83 0.75 -0.51 0.3932
C -5.07 -0.48 -1.33 -1.3571
C -3.41 1.22 -0.22 -0.4288
C -2.70 2.04 -1.31 0.7746
P -3.72 3.18 -2.45 -0.0028
O -4.60 3.94 -1.31 -0.4938
Br -5.21 2.02 -3.62 -0.2393
O -1.94 3.06 -0.60 -0.5040
C -1.18 3.63 -1.61 0.2607
O -0.84 4.78 -1.65 -0.5526
O -0.92 2.68 -2.54 -0.4926
C -1.47 1.43 -2.04 2.1858
C -1.73 0.40 -3.11 -1.4519
N -1.08 -0.88 -2.87 -0.1759
C -1.61 -1.63 -1.75 -0.5683
N -0.49 1.01 -1.01 -0.7256
C 0.67 0.87 -1.35 0.6451
S 2.14 0.72 -1.84 -0.4691
H -4.67 -1.32 -0.77 0.3457
H -6.14 -0.58 -1.39 0.4022
H -4.62 -0.42 -2.31 0.3767
H -3.42 1.85 0.66 0.3843
H -2.80 0.34 -0.02 0.2390
H -4.16 4.79 -1.23 0.3811
H -1.30 0.80 -4.02 0.3585
H -2.80 0.29 -3.30 0.3308
H -1.21 -1.46 -3.69 0.3205
H -2.69 -1.76 -1.76 0.0990
H -1.17 -2.61 -1.78 0.2212
H -1.34 -1.21 -0.78 0.1886
C -1.95 -5.81 -4.56 -1.1793
C -1.35 -5.36 -3.24 -0.1130
O -2.21 -4.42 -2.57 -0.3907
H -2.12 -4.95 -5.21 0.2911
H -1.29 -6.51 -5.07 0.3465
H -2.91 -6.29 -4.40 0.3384
H -0.40 -4.85 -3.40 0.2599
H -1.18 -6.21 -2.58 0.2726
H -3.05 -4.86 -2.41 0.2224
C 0.67 -3.93 1.12 -0.7191
C 1.79 -4.76 0.51 -0.2113
O 1.67 -4.84 -0.91 -0.5323
H -0.30 -4.35 0.86 0.1855
H 0.76 -3.88 2.20 0.2613
H 0.70 -2.91 0.72 0.2671
H 1.75 -5.78 0.89 0.2149
H 2.77 -4.33 0.77 0.2494
H 1.72 -3.94 -1.25 0.2642
C 5.01 0.02 -4.87 -0.7836
C 4.04 -0.92 -5.55 -0.2068
O 3.85 -2.11 -4.79 -0.4955
H 5.98 -0.47 -4.72 0.2876
H 5.16 0.92 -5.46 0.3139
H 4.64 0.31 -3.88 0.1074
H 4.42 -1.23 -6.53 0.2997
H 3.07 -0.43 -5.70 0.2194
H 3.50 -1.86 -3.94 0.2631
C -4.26 5.46 2.81 -1.1773
C -5.13 4.32 2.33 0.2961
O -4.73 3.08 2.90 -0.5113
H -3.21 5.27 2.56 0.3039
H -4.56 6.41 2.36 0.3318
H -4.32 5.56 3.90 0.3479
H -5.06 4.21 1.25 -0.0962
H -6.18 4.51 2.58 0.3070
H -4.80 3.15 3.85 0.2983
C 3.34 3.09 1.79 -0.6554
C 4.50 3.70 1.04 -0.1560
O 4.91 2.84 -0.03 -0.5091
H 3.61 2.11 2.19 0.2244
H 3.03 3.73 2.62 0.2541
H 2.48 2.94 1.13 0.1362
H 5.36 3.83 1.69 0.2127
H 4.23 4.68 0.63 0.2277
H 4.16 2.73 -0.61 0.2420
C 2.42 -6.18 5.48 -1.1764
C 2.30 -5.76 4.02 -0.1511
O 0.97 -5.91 3.54 -0.5016
H 2.11 -7.22 5.59 0.2944
H 3.44 -6.08 5.83 0.3476
H 1.77 -5.58 6.11 0.3395
H 2.93 -6.38 3.39 0.2978
H 2.61 -4.71 3.91 0.2696
H 0.40 -5.36 4.08 0.2915
C 3.73 4.58 6.01 -1.0050
C 4.89 5.04 5.15 -0.2620
O 4.46 5.41 3.84 -0.4563
H 3.23 3.73 5.55 0.2609
H 4.07 4.28 7.01 0.3485
H 2.99 5.37 6.12 0.3092
H 5.62 4.24 5.03 0.2843
H 5.39 5.89 5.62 0.2739
H 3.82 6.12 3.94 0.2660
```

# 3
Computed, not measured: a cluster of 13 separate species, C5H35NO13S in total in a non-equilibrium geometry, with ωB97M-V/def2-TZVPD.

Summary:
HOMO-LUMO gap, eV: 9.366
Molar mass, g mol⁻¹: 349.396
Energy relative to the best compared isomer or geometry (same formula, charge and spin), kcal per mole: 56.28
E_HOMO, eV: -9.32

```
55
Properties=species:S:1:pos:R:3:nbo_charge:R:1
C -0.63 -1.31 -2.16 -0.4362
C -0.75 -2.66 -1.45 -0.5328
S -2.38 -3.44 -1.60 -0.0481
C -0.91 -0.09 -1.26 -0.2316
N 0.29 0.23 -0.42 -0.6602
C 0.04 -0.03 1.04 -0.3423
C 0.66 1.26 1.59 0.4741
O 1.77 1.28 2.07 -0.5768
H -1.25 -1.23 -3.03 0.2242
H 0.43 -1.21 -2.52 0.2080
H 0.03 -3.43 -1.69 0.2321
H -0.60 -2.61 -0.34 0.2310
H -2.29 -3.77 -2.90 0.1176
H -1.90 0.02 -0.82 0.2187
H -0.98 0.86 -1.83 0.1773
H 1.06 -0.34 -0.79 0.3957
H 0.64 -0.83 1.45 0.2146
H -0.98 -0.25 1.38 0.2308
H 0.05 2.13 1.56 0.1253
H 4.94 0.87 -0.11 0.4775
H 4.51 -0.17 1.02 0.5091
O 4.90 -0.06 0.13 -1.0084
H -3.81 1.43 1.62 0.4893
H -2.56 0.90 2.17 0.4667
O -2.98 1.76 1.99 -0.9546
H -3.52 2.83 -1.27 0.4663
H -3.26 2.58 -2.79 0.5020
O -3.95 2.76 -2.12 -0.9758
H 4.10 -1.09 -1.29 0.5237
H 3.48 -2.16 -2.27 0.4795
O 3.55 -1.91 -1.35 -0.9896
H -3.67 1.00 -1.18 0.4919
H -5.02 1.00 -0.49 0.4859
O -4.07 0.91 -0.31 -0.9821
H 1.83 -0.89 4.06 0.4695
H 1.39 -2.28 4.13 0.4583
O 1.09 -1.41 4.42 -0.9280
H 1.33 1.98 -0.70 0.4932
H 2.38 3.17 -0.57 0.4686
O 2.17 2.34 -1.02 -0.9764
H -1.14 -2.82 2.52 0.4669
H -2.34 -2.14 2.66 0.4630
O -1.39 -1.90 2.74 -0.9209
H 2.88 -0.05 2.40 0.4933
H 3.12 -1.44 2.04 0.4892
O 3.63 -0.69 2.39 -0.9845
H -2.05 3.05 0.18 0.4881
H -0.95 4.06 0.43 0.4766
O -1.32 3.50 -0.28 -0.9639
H -1.48 4.00 -3.00 0.4915
H -0.87 2.59 -2.86 0.4843
O -1.55 3.09 -3.34 -0.9561
H 3.24 -2.69 0.11 0.5116
H 2.62 -3.78 0.99 0.4645
O 2.44 -2.89 0.67 -0.9919
```

> Number 2 is which compound?

C23H55BrN3O11PS

> Among the records above, which one has the lowest molar mass?

C4H8N4OP

> Which of these has the highest HOMO-LUMO gap?

C4H8N4OP